[1]
42
Properties=species:S:1:pos:R:3 method="wB97M-V/def2-TZVPD" energy_ha=-2712.655114 homo_ev="-2.2 / -2.2" total_charge=-1 lumo_ev="1.83 / 1.82" spin_multiplicity=5 de_lowest_kj_mol=144.3 max_force_ev_per_a=5.64
Fe -1.34 -0.09 0.62
P -2.05 -2.56 0.43
O 2.65 2.54 1.28
O 1.78 -1.80 -0.37
O -0.61 -1.89 0.47
O 0.64 0.63 0.53
O 4.21 -2.52 -2.32
O -1.45 0.51 2.60
O -2.10 -3.63 1.56
O -1.15 -0.09 -1.58
O -2.88 -1.19 0.71
O -2.31 1.82 0.47
O -2.39 -3.38 -0.85
C -2.52 1.43 2.86
C -1.70 0.64 -2.72
C -2.37 2.55 1.71
C 2.02 -2.95 -1.12
C 1.77 2.78 0.27
C 1.30 1.47 -0.35
C 3.61 -3.24 -1.23
H 2.17 0.94 -0.73
H 4.28 -1.60 -2.07
H -2.71 0.37 -3.02
H 1.52 -3.71 -0.53
H 2.16 3.48 -0.47
H 0.85 -1.86 -0.11
H 1.51 -2.65 -2.04
H -1.76 1.72 -2.59
H -1.61 -0.22 3.20
H 0.89 3.24 0.72
H 0.65 1.84 -1.14
H -2.55 2.51 -0.16
H -1.02 0.61 -3.58
H 4.11 -2.96 -0.31
H 1.34 0.20 1.02
H -3.43 0.83 2.86
H -0.86 -0.92 -1.95
H -3.32 3.07 1.61
H -1.61 3.29 1.95
H 2.69 3.32 1.85
H 3.92 -4.28 -1.36
H -2.33 1.75 3.89

---

[2]
58
Properties=species:S:1:pos:R:3 method="wB97M-V/def2-TZVPD" energy_ha=-1935.469465 homo_ev=-12.6 total_charge=+2 lumo_ev=-5.18 max_force_ev_per_a=1.46
I -1.16 -7.23 3.21
I -1.78 -1.48 4.67
Y -0.03 -0.06 0.25
O 1.29 1.72 -0.90
O -0.62 2.10 1.03
O -0.82 0.55 -2.13
O -0.85 -1.26 1.57
O -2.45 0.42 -0.04
N 2.09 -0.35 1.24
N 0.86 -2.17 -0.56
C -1.32 -2.91 3.24
C -0.33 3.21 0.15
C -1.07 -5.24 2.67
C 2.09 -2.57 0.17
C 2.78 -1.45 0.93
C 4.09 -1.63 1.36
C -0.69 -4.87 1.38
C 3.94 0.46 2.51
C -0.05 1.49 -2.91
C -1.98 2.08 1.57
C 2.66 0.58 2.03
C 4.68 -0.66 2.15
C -2.96 1.63 0.51
C -0.63 -3.53 1.01
C -2.98 -0.01 -1.30
C 1.34 1.55 -2.33
C 1.08 3.03 -0.37
C -0.95 -2.55 1.96
C -0.24 -3.20 -0.41
C -1.38 -4.25 3.59
C -2.23 0.67 -2.42
H -0.45 -5.64 0.65
H 2.04 1.43 2.28
H -0.40 4.14 0.71
H 0.10 -4.13 -0.87
H 1.09 -2.14 -1.55
H -1.09 -2.84 -1.01
H 1.90 2.37 -2.78
H -0.54 2.46 -2.88
H -2.86 -1.09 -1.32
H 4.35 1.23 3.15
H -4.05 0.20 -1.37
H -1.94 1.38 2.41
H 1.89 0.63 -2.50
H -2.23 3.07 1.93
H -2.45 0.20 -3.38
H -2.47 1.73 -2.48
H -1.67 -4.53 4.60
H 1.82 -3.33 0.91
H 1.80 3.15 0.44
H 1.29 3.79 -1.12
H -1.06 3.22 -0.66
H 5.69 -0.79 2.51
H 2.80 -3.04 -0.51
H -3.08 2.39 -0.27
H -3.93 1.45 0.97
H 0.00 1.17 -3.96
H 4.64 -2.52 1.08